Below is the molecule C3H4N2S, with properties calculated with ωB97M-V/def2-TZVPD.

Last columns: bonded neighbours and bond lengths (Å).
Cartesian coordinates (Å):
1 C 0.0736 -0.3392 -0.5357  C2 1.426, N9 1.384, S10 1.700
2 C -1.1758 0.1392 -0.0410  C1 1.426, H5 1.077, N8 1.312
3 C 0.3108 0.6520 1.4090  H6 1.100, N8 1.344, N9 1.343
4 H -0.5140 -1.1609 -2.6104  S10 1.337
5 H -2.1453 0.0480 -0.5022  C2 1.077
6 H 0.8584 0.9949 2.2997  C3 1.100
7 H 1.9640 0.0222 0.3609  N9 1.000
8 N -0.9992 0.7288 1.1177  C2 1.312, C3 1.344
9 N 0.9728 -0.0504 0.4755  C1 1.384, C3 1.343, H7 1.000
10 S 0.6547 -1.0347 -1.9737  C1 1.700, H4 1.337

Properties
Frontier orbital gap (eV): 8.55
LUMO energy (eV): 0.7
SMILES: Sc1cnc[nH]1
M (u): 100.146
Net charge: 0